C46H69AsBClN9NiOS3 as an isolated structure at a distorted geometry, computed with ωB97M-V with the def2-TZVPD basis set.

## Properties
**E_LUMO (spin up / spin down)**: -2.398 / -2.168 eV
**Relative energy (zero: lowest compared OMol25 entry of this formula, charge and spin)**: 55.2 kJ/mol

The geometry in ORCA input format:
```
! RIJCOSX wB97M-V def2-TZVPD def2/J DEFGRID3
* xyz 1 1
Ni -0.45 1.22 -0.53
C -0.84 7.62 -3.04
C -0.66 6.43 -2.11
C 0.67 6.61 -1.36
C -1.85 6.38 -1.16
N -0.61 5.17 -2.93
C -0.73 5.14 -4.30
C -0.69 3.85 -4.68
N -0.53 3.05 -3.55
B -0.47 1.52 -3.89
N 0.94 0.81 -3.74
C 1.42 0.17 -4.88
C 2.61 -0.38 -4.59
N 2.89 -0.09 -3.27
C 1.86 0.65 -2.76
S 1.77 1.24 -1.17
C 4.24 -0.45 -2.71
C 4.39 -0.16 -1.23
C 5.28 0.38 -3.48
C 4.44 -1.95 -2.94
N -1.61 0.54 -3.42
C -1.86 -0.55 -4.23
C -2.83 -1.28 -3.67
N -3.20 -0.65 -2.49
C -2.47 0.48 -2.38
S -2.61 1.73 -1.21
C -4.25 -1.25 -1.62
C -3.83 -2.69 -1.28
C -5.57 -1.25 -2.39
C -4.44 -0.50 -0.30
C -0.48 3.89 -2.48
S -0.24 3.55 -0.83
H -0.87 8.52 -2.43
H -1.78 7.57 -3.60
H -0.01 7.73 -3.74
H 0.65 7.56 -0.83
H 1.50 6.61 -2.06
H 0.83 5.81 -0.63
H -1.90 7.32 -0.61
H -1.76 5.57 -0.43
H -2.78 6.25 -1.71
H -0.84 6.01 -4.91
H -0.77 3.44 -5.67
H -0.63 1.51 -5.07
H 0.87 0.16 -5.80
H 3.27 -0.95 -5.22
H 4.26 0.90 -1.00
H 5.40 -0.44 -0.95
H 3.69 -0.73 -0.62
H 5.11 1.44 -3.32
H 5.24 0.18 -4.55
H 6.28 0.13 -3.12
H 3.56 -2.51 -2.63
H 5.29 -2.29 -2.35
H 4.65 -2.18 -3.99
H -1.33 -0.72 -5.15
H -3.28 -2.20 -4.01
H -3.71 -3.31 -2.17
H -4.59 -3.14 -0.65
H -2.88 -2.69 -0.73
H -5.52 -1.86 -3.29
H -5.83 -0.23 -2.69
H -6.37 -1.63 -1.76
H -3.50 -0.42 0.25
H -5.14 -1.08 0.30
H -4.84 0.49 -0.45
C -0.16 0.46 3.48
As -0.26 1.63 1.90
C -1.62 2.85 2.56
C 1.44 2.61 2.15
C 1.50 3.53 3.33
C 2.15 3.16 4.50
C 2.23 4.04 5.58
C 1.65 5.30 5.49
C 1.00 5.68 4.33
C 0.93 4.80 3.26
H 0.01 1.07 4.36
H 0.66 -0.26 3.37
H -1.10 -0.08 3.59
H -1.31 3.31 3.50
H -2.54 2.28 2.71
H -1.81 3.62 1.82
H 1.61 3.16 1.23
H 2.21 1.84 2.21
H 2.62 2.18 4.57
H 2.75 3.74 6.48
H 1.72 5.98 6.33
H 0.56 6.66 4.25
H 0.42 5.10 2.34
C 3.02 -5.29 2.05
C 1.99 -4.25 1.57
C 1.83 -3.18 2.66
C 2.58 -3.54 0.32
C 0.64 -4.97 1.22
O 0.73 -5.62 -0.04
C 0.18 -6.07 2.21
C -0.13 -5.80 3.70
C -1.30 -4.88 3.95
C -2.56 -5.17 3.43
C -3.62 -4.28 3.56
C -3.42 -3.09 4.24
Cl -4.72 -1.94 4.37
C -2.20 -2.80 4.82
C -1.15 -3.70 4.68
C -0.55 -4.00 1.06
N -0.37 -2.87 0.16
C -0.58 -1.60 0.48
N -0.42 -0.84 -0.58
C -0.12 -1.74 -1.57
N -0.10 -2.98 -1.15
H 3.98 -4.80 2.21
H 3.18 -6.08 1.31
H 2.72 -5.75 2.99
H 2.82 -2.77 2.89
H 1.42 -3.59 3.58
H 1.20 -2.36 2.33
H 3.65 -3.41 0.46
H 2.14 -2.55 0.19
H 2.40 -4.11 -0.59
H 1.43 -6.29 0.01
H 0.93 -6.86 2.17
H -0.71 -6.50 1.75
H 0.74 -5.43 4.22
H -0.36 -6.78 4.14
H -2.72 -6.10 2.89
H -4.59 -4.50 3.14
H -2.06 -1.89 5.38
H -0.20 -3.48 5.14
H -0.80 -3.58 2.02
H -1.39 -4.59 0.70
H -0.82 -1.25 1.47
H 0.09 -1.46 -2.59
*
```